This record from the Open Molecules 2025 dataset describes a structure of composition C44H60BrClN6O6S2SbTl. The level of theory is ωB97M-V/def2-TZVPD.

Energy relative to the best compared isomer or geometry (same formula, charge and spin), kJ/mol: 0.0
Total charge: -2
Spin multiplicity: 1
Orbital gap, eV: 6.927
HOMO energy, eV: -3.40
LUMO, eV: 3.530

Element x y z (Å)
Tl1 2.66 0.95 0.64
O1 -0.93 0.26 -0.27
H1 -0.03 0.60 -0.18
H2 -1.10 0.05 0.68
O2 -2.96 1.64 -5.86
C1 -3.85 0.96 -5.78
S1 2.51 -3.68 0.44
C2 2.65 -2.37 1.43
N1 2.72 -1.44 2.10
C3 -2.99 -2.22 -2.09
C4 -3.10 -3.24 -0.86
C5 -4.60 -3.25 -0.56
C6 -2.35 -2.68 0.27
C7 -2.61 -4.65 -1.31
O3 -3.09 -4.98 -2.56
C8 -3.25 -5.85 -0.49
C9 -3.23 -6.01 1.04
C10 -1.83 -6.20 1.61
C11 -1.47 -5.44 2.75
C12 -0.16 -5.44 3.27
C13 0.76 -6.33 2.70
Cl1 2.44 -6.41 3.32
C14 0.44 -7.13 1.65
C15 -0.85 -7.08 1.10
C16 -1.06 -4.83 -1.23
N2 -0.35 -3.99 -2.18
C17 0.25 -2.80 -1.94
N3 0.64 -2.25 -3.05
C18 0.19 -3.11 -4.03
N4 -0.45 -4.15 -3.52
H3 -3.49 -1.24 -1.79
H4 -3.54 -2.59 -2.95
H5 -2.02 -1.90 -2.35
H6 -4.93 -2.18 -0.61
H7 -4.72 -3.52 0.47
H8 -5.11 -3.85 -1.34
H9 -2.74 -1.71 0.73
H10 -1.34 -2.37 -0.07
H11 -2.26 -3.42 1.11
H12 -2.47 -4.74 -3.28
H13 -2.73 -6.70 -0.91
H14 -4.24 -5.93 -0.92
H15 -3.85 -6.92 1.21
H16 -3.67 -5.14 1.54
H17 -2.21 -4.76 3.22
H18 0.06 -4.85 4.15
H19 1.18 -7.75 1.20
H20 -1.05 -7.65 0.19
H21 -0.74 -5.85 -1.49
H22 -0.69 -4.57 -0.24
H23 0.43 -2.33 -0.94
H24 0.30 -3.04 -5.10
N5 1.01 0.63 2.95
C19 -0.30 0.19 3.18
C20 -0.62 -1.12 3.49
C21 -1.94 -1.65 3.63
C22 -3.02 -0.79 3.39
C23 -2.71 0.56 3.13
C24 -1.40 1.05 3.09
S2 -4.66 -1.47 3.31
O4 -4.34 -2.89 3.05
O5 -5.27 -1.26 4.63
O6 -5.32 -0.79 2.20
H25 1.31 1.52 3.31
H26 1.68 -0.09 3.14
H27 0.21 -1.79 3.62
H28 -2.08 -2.68 3.84
H29 -3.55 1.23 2.94
H30 -1.34 2.10 2.88
Br1 6.60 -1.64 -5.19
C25 5.33 -0.33 -4.54
C26 4.20 -0.77 -3.83
C27 3.23 0.14 -3.41
C28 3.33 1.43 -3.91
C29 4.49 1.81 -4.50
N6 5.49 0.96 -4.85
H31 4.07 -1.85 -3.63
H32 2.47 -0.23 -2.75
H33 2.53 2.13 -3.76
H34 4.51 2.77 -4.95
C30 6.46 3.68 2.82
C31 5.79 3.93 1.62
C32 4.68 3.13 1.23
C33 4.16 2.16 2.13
C34 4.86 1.97 3.31
C35 6.03 2.65 3.65
H35 7.25 4.36 3.08
H36 6.18 4.65 0.94
H37 4.14 3.25 0.31
H38 4.53 1.15 3.99
H39 6.53 2.42 4.55
C36 1.26 4.09 2.07
C37 1.20 5.27 1.10
C38 2.57 5.99 1.13
Sb1 0.77 4.47 -0.89
C39 0.49 6.36 -1.95
C40 0.42 6.16 -3.50
C41 -0.51 7.47 -1.49
C42 -1.31 3.80 -0.67
C43 -2.05 4.60 0.39
C44 -1.99 3.65 -2.06
H40 1.28 4.39 3.13
H41 2.14 3.44 1.87
H42 0.49 3.37 1.89
H43 0.39 5.89 1.43
H44 3.32 5.45 0.55
H45 2.88 6.07 2.19
H46 2.64 7.00 0.68
H47 1.52 6.75 -1.83
H48 -0.50 5.65 -3.77
H49 1.34 5.68 -3.79
H50 0.39 7.07 -4.04
H51 -1.52 7.04 -1.73
H52 -0.41 8.40 -2.05
H53 -0.30 7.61 -0.43
H54 -1.17 2.81 -0.20
H55 -2.06 5.67 0.19
H56 -1.52 4.26 1.30
H57 -3.08 4.26 0.52
H58 -2.34 4.63 -2.47
H59 -2.85 2.99 -1.95
H60 -1.20 3.23 -2.66

Here are the Mulliken charges for atoms 1 to 99, given in e: 0.709, -0.611, -0.053, 0.238, -0.111, 0.110, -0.471, 0.427, -0.926, -2.027, 2.613, -2.103, 0.911, 1.417, -0.683, -2.321, -0.463, 0.006, -0.122, -0.713, 0.271, -0.263, -0.828, -0.050, -1.085, 1.473, -0.359, -0.299, -0.402, -1.171, 0.368, 0.517, 0.143, 0.508, 0.207, 0.427, 0.341, -1.124, -0.704, 0.597, 0.836, 0.319, 0.593, -0.048, 0.429, 0.429, 0.451, 0.403, 0.109, 0.497, 0.394, 0.447, 0.032, -0.160, -0.339, -0.775, 0.047, -0.566, -0.177, 1.275, -0.588, -0.773, -0.694, 0.155, 0.271, 0.411, 0.449, 0.345, 0.361, -0.231, 0.233, -0.220, -0.288, -0.565, -0.240, -0.611, 0.395, 0.722, 0.374, 0.416, -0.452, -0.742, -0.331, 0.243, -0.292, -0.676, 0.350, 0.400, 0.308, 0.230, 0.430, -0.647, 0.205, -1.375, 0.506, 0.213, -1.542, -1.256, 1.404

***

This record from the Open Molecules 2025 dataset describes a cluster of 4 separate species, C44H60BrF25N3O3S2 in total. The level of theory is ωB97M-V/def2-TZVPD.

Total charge: +1
Spin multiplicity: 1
Orbital gap, eV: 7.850
HOMO energy, eV: -11.17
LUMO, eV: -3.316

Element x y z (Å)
C1 1.02 -4.24 3.23
C2 0.32 -3.27 3.40
C3 -0.44 -2.05 3.73
C4 0.12 -1.64 5.17
C5 -1.15 -1.21 5.95
C6 -1.80 -2.40 6.70
C7 -3.32 -2.34 6.59
C8 -3.84 -2.63 5.18
C9 -3.74 -4.12 4.77
C10 -4.85 -4.51 3.79
C11 -4.62 -3.99 2.35
C12 -5.64 -2.94 1.86
C13 -5.20 -1.52 2.26
C14 -5.69 -0.42 1.29
C15 -6.83 0.40 1.92
C16 1.11 -0.59 4.73
C17 2.01 0.12 5.74
C18 2.83 -0.95 6.46
F1 2.32 -1.23 7.70
N1 0.53 0.21 3.58
C19 -0.35 1.29 4.05
C20 -0.63 2.49 3.11
C21 -2.13 2.63 2.75
Br1 0.42 2.57 1.47
C22 -0.06 -0.92 2.73
C23 -1.33 -0.59 1.94
C24 -1.42 -1.66 0.82
C25 -0.67 -1.24 -0.46
S1 0.96 -2.05 -0.62
C26 0.65 -3.67 -1.36
S2 1.10 -4.04 -2.83
N2 -0.04 -4.59 -0.50
C27 -1.39 -4.62 -0.39
C28 -1.59 -5.59 0.54
N3 -0.43 -6.13 0.94
C29 0.51 -5.52 0.30
H1 1.39 -5.21 3.02
H2 -1.48 -2.36 3.68
H3 0.54 -2.55 5.57
H4 -1.90 -0.91 5.21
H5 -0.95 -0.36 6.61
H6 -1.38 -3.35 6.40
H7 -1.55 -2.25 7.76
H8 -3.72 -3.12 7.24
H9 -3.71 -1.41 7.01
H10 -4.89 -2.34 5.15
H11 -3.35 -2.03 4.41
H12 -2.78 -4.26 4.28
H13 -3.81 -4.70 5.69
H14 -5.82 -4.18 4.15
H15 -4.89 -5.60 3.74
H16 -3.61 -3.59 2.22
H17 -4.69 -4.86 1.69
H18 -5.71 -2.98 0.77
H19 -6.64 -3.13 2.25
H20 -4.12 -1.46 2.35
H21 -5.64 -1.30 3.24
H22 -4.86 0.27 1.11
H23 -5.99 -0.82 0.32
H24 -6.56 0.64 2.95
H25 -7.74 -0.20 1.96
H26 -6.99 1.34 1.41
H27 1.84 -1.21 4.18
H28 1.43 0.72 6.45
H29 2.73 0.72 5.18
H30 2.83 -1.88 5.88
H31 3.88 -0.66 6.55
H32 1.39 0.46 3.08
H33 -1.31 0.82 4.26
H34 -0.03 1.69 5.01
H35 -0.40 3.39 3.66
H36 -2.57 3.51 3.21
H37 -2.27 2.70 1.68
H38 -2.72 1.77 3.09
H39 0.75 -1.18 2.05
H40 -2.22 -0.66 2.56
H41 -1.31 0.37 1.44
H42 -2.48 -1.78 0.60
H43 -1.05 -2.61 1.20
H44 -1.29 -1.46 -1.32
H45 -0.46 -0.18 -0.38
H46 -2.09 -3.99 -0.91
H47 -2.58 -5.84 0.88
H48 1.56 -5.73 0.39
C30 1.26 1.27 -3.38
C31 1.79 2.34 -2.40
C32 1.01 3.65 -2.29
F2 0.98 4.32 -3.45
F3 1.61 4.45 -1.37
F4 3.08 2.58 -2.67
F5 1.76 1.77 -1.14
O1 1.88 1.18 -4.66
C33 1.46 1.97 -5.71
C34 2.56 2.92 -6.19
F6 2.97 3.73 -5.20
F7 2.09 3.69 -7.19
F8 0.32 2.63 -5.40
F9 1.15 1.14 -6.72
H49 1.50 0.32 -2.91
H50 0.17 1.29 -3.46
H51 -0.02 3.46 -1.96
H52 3.42 2.35 -6.55
C35 7.95 -0.69 -0.77
C36 8.46 -0.57 0.68
C37 8.31 -1.78 1.60
F10 7.02 -2.12 1.78
F11 8.82 -1.49 2.81
F12 7.90 0.52 1.25
F13 9.80 -0.32 0.59
O2 6.66 -0.15 -1.07
C38 5.52 -0.89 -0.88
C39 4.60 -0.24 0.16
F14 5.21 -0.13 1.36
F15 3.50 -1.02 0.34
F16 5.80 -2.17 -0.59
F17 4.86 -0.90 -2.06
H53 8.63 -0.09 -1.37
H54 8.06 -1.71 -1.15
H55 8.85 -2.65 1.19
H56 4.29 0.75 -0.16
C40 1.04 5.53 -10.20
C41 1.17 7.01 -9.79
C42 0.18 7.54 -8.74
F18 -1.09 7.48 -9.16
F19 0.46 8.85 -8.50
F20 1.14 7.78 -10.90
F21 2.41 7.15 -9.25
O3 0.34 5.23 -11.41
C43 -1.03 5.09 -11.43
C44 -1.71 6.15 -12.30
F22 -1.43 7.39 -11.86
F23 -3.05 5.98 -12.26
F24 -1.53 5.06 -10.18
F25 -1.28 3.88 -11.97
H57 2.05 5.20 -10.40
H58 0.69 4.90 -9.38
H59 0.28 6.99 -7.80
H60 -1.36 6.06 -13.33

Here are the Mulliken charges for atoms 1 to 99, given in e: 0.013, -2.215, 2.039, -0.079, -0.348, -1.106, -1.605, 1.229, -0.455, -1.430, 0.643, -1.508, 1.568, -0.512, -1.482, -1.853, -0.654, -0.582, -0.308, 0.214, -0.192, -0.237, -1.196, -0.131, 0.249, 0.168, 0.036, -0.829, 0.442, -0.483, -0.115, 0.398, -0.090, -0.583, -0.607, -0.331, 0.705, -0.516, 1.412, -0.415, 0.848, 0.456, 0.405, 0.566, 0.330, 0.733, -1.145, 0.139, 0.531, 0.531, 0.366, -0.496, 0.470, 0.556, 0.238, -1.536, 0.438, 0.201, 0.461, 0.361, 0.327, 0.450, 0.784, 0.448, 0.479, 0.326, 0.415, 0.747, -0.260, 0.540, 0.666, 0.324, 0.327, 0.309, -0.559, -0.585, 0.302, 0.453, -0.306, 0.515, 0.097, 0.569, 0.460, 0.516, -0.816, 1.037, -0.054, -0.214, -0.257, -0.291, -0.204, -0.397, 0.694, 0.166, -0.214, -0.172, -0.291, -0.298, 0.461

***

Q: Among the records above, which one has the highest HOMO energy?
A: C44H60BrClN6O6S2SbTl

***

Q: What is the formula in the second record?
A: C44H60BrF25N3O3S2